{
  "formula": "C4H10NO",
  "method": "wB97M-V/def2-TZVPD",
  "charge": 1,
  "gap_ev": 9.176,
  "relative_energy_kj_mol": 213.63,
  "species": ["C", "C", "C", "C", "N", "O", "H", "H", "H", "H", "H", "H", "H", "H", "H", "H"],
  "xyz": [[-1.15, 1.32, 0.08], [0.04, 0.81, -0.12], [1.20, 1.51, -0.53], [1.35, -1.21, 0.05], [0.26, -0.54, 0.14], [-1.98, -1.69, 0.69], [-1.96, 0.69, 0.19], [-1.39, 2.32, -0.20], [1.72, 0.98, -1.41], [1.99, 1.51, 0.32], [1.27, 2.62, -0.66], [2.24, -0.63, -0.40], [1.48, -2.32, 0.08], [-0.63, -0.88, 0.44], [-1.88, -2.34, 0.05], [-2.55, -2.15, 1.25]],
  "mulliken_charge": [-0.9970, 1.3029, -1.6843, -0.1468, -0.0036, -0.6062, 0.3751, 0.3047, 0.3254, 0.3924, 0.3417, 0.2273, 0.2809, 0.3161, 0.2796, 0.2917]
}



{
  "formula": "C21H31N4O2OsSSi",
  "method": "wB97M-V/def2-TZVPD",
  "multiplicity": 5,
  "charge": 3,
  "s_squared": 6.042,
  "gap_ev": [8.152, 5.089],
  "species": ["Os", "C", "C", "C", "C", "C", "C", "N", "N", "Si", "C", "C", "C", "H", "H", "H", "H", "H", "H", "H", "H", "H", "H", "H", "H", "H", "H", "H", "N", "C", "N", "C", "C", "O", "C", "C", "H", "H", "H", "H", "H", "H", "H", "H", "C", "S", "O", "C", "C", "C", "C", "C", "C", "H", "H", "H", "H", "H", "H", "H", "H"],
  "xyz": [[0.15, 0.17, -0.09], [-0.22, 3.65, 1.26], [-0.19, 2.45, 2.14], [-0.22, 2.56, 3.56], [-0.19, 1.45, 4.38], [-0.11, 0.18, 3.83], [-0.07, 0.09, 2.43], [-0.14, 1.23, 1.63], [0.07, -0.96, 1.62], [-0.46, -2.73, 1.99], [-0.44, -3.58, 0.35], [-2.17, -2.48, 2.66], [0.71, -3.43, 3.21], [-1.04, 4.30, 1.55], [-0.32, 3.38, 0.21], [0.71, 4.22, 1.40], [-0.26, 3.56, 3.99], [-0.21, 1.57, 5.46], [-0.04, -0.72, 4.44], [-0.72, -2.92, -0.48], [-1.18, -4.39, 0.37], [0.52, -4.03, 0.13], [-2.75, -1.73, 2.13], [-2.14, -2.22, 3.72], [-2.71, -3.43, 2.58], [1.76, -3.26, 2.96], [0.55, -4.51, 3.26], [0.53, -3.03, 4.21], [-0.90, 1.21, -1.47], [-1.79, 1.49, -2.18], [-2.71, 1.83, -2.99], [-2.39, 2.55, -4.27], [-3.43, 3.63, -4.48], [-4.73, 3.11, -4.39], [-5.02, 2.60, -3.11], [-4.14, 1.42, -2.79], [-2.42, 1.81, -5.07], [-1.39, 2.96, -4.20], [-3.31, 4.04, -5.48], [-3.29, 4.44, -3.75], [-6.06, 2.27, -3.13], [-4.92, 3.39, -2.35], [-4.33, 0.59, -3.47], [-4.27, 1.09, -1.76], [2.79, -1.78, -3.08], [2.13, -2.09, -1.47], [1.02, -0.94, -1.40], [3.40, -1.59, -0.38], [3.88, -2.58, 0.47], [4.96, -2.28, 1.28], [5.53, -1.01, 1.24], [5.02, -0.03, 0.39], [3.95, -0.31, -0.44], [2.98, -0.71, -3.19], [2.07, -2.14, -3.82], [3.72, -2.35, -3.14], [3.44, -3.57, 0.48], [5.37, -3.03, 1.94], [6.38, -0.79, 1.86], [5.48, 0.95, 0.36], [3.57, 0.44, -1.12]],
  "mulliken_charge": [0.9608, -1.2869, 0.8390, -0.4589, -0.6013, -0.3628, 0.4336, -0.0116, 0.0016, -0.1068, -1.0133, -1.0296, -0.9419, 0.4415, 0.1821, 0.3585, 0.4772, 0.4994, 0.3875, 0.3037, 0.4867, 0.2722, 0.3454, 0.3518, 0.4378, 0.3323, 0.3934, 0.3785, -0.6930, 0.7026, 0.0488, -0.4567, -0.6049, -0.3358, -0.5753, -0.4668, 0.2842, 0.4346, 0.3616, 0.3390, 0.3560, 0.3395, 0.2745, 0.4225, -1.1415, 0.2903, -0.3269, 0.6655, -0.3772, -0.6726, -0.4932, -0.8043, -0.1651, 0.3871, 0.4433, 0.4359, 0.5050, 0.4577, 0.4585, 0.4546, 0.3824]
}



{
  "formula": "C6H10N3O2",
  "method": "wB97M-V/def2-TZVPD",
  "charge": 1,
  "smiles": "C[C@H](O[N+]1=CC=NC1)C(N)=O",
  "gap_ev": 8.821,
  "relative_energy_kj_mol": 415.46,
  "species": ["C", "C", "C", "C", "C", "C", "N", "N", "N", "O", "O", "H", "H", "H", "H", "H", "H", "H", "H", "H", "H"],
  "xyz": [[3.21, -0.15, 0.81], [2.02, 0.67, 0.93], [2.15, -0.35, -1.09], [-1.27, -1.10, 0.11], [-2.17, 1.19, -0.59], [-1.09, 0.52, 0.22], [3.20, -0.73, -0.34], [1.33, 0.55, -0.16], [-2.42, -1.48, 0.60], [-0.30, -1.75, -0.21], [0.15, 1.01, -0.54], [3.99, 0.06, 1.54], [1.58, 1.13, 1.82], [2.41, -0.02, -2.08], [-3.05, 0.66, -0.72], [-1.79, 1.35, -1.67], [-2.49, 2.22, -0.22], [-1.12, 0.79, 1.31], [-2.61, -2.42, 0.66], [-3.11, -0.81, 0.79], [1.40, -1.33, -1.17]],
  "mulliken_charge": [-0.2639, 0.0650, -0.2967, 0.5288, -1.2870, 0.2860, -0.3692, 0.2329, -0.3100, -0.6486, -0.3172, 0.3590, 0.4309, 0.3750, 0.4387, 0.3149, 0.3264, 0.3410, 0.2648, 0.1921, 0.3372]
}



no.,total energy (eV),maximum force (eV/A)
1,-7839.1029,5.6
2,-53487.6404,0.5
3,-14939.2753,5.1